Below is one molecule with the formula C4H9N3O in a non-equilibrium geometry, with properties calculated with ωB97M-V/def2-TZVPD.

## Properties
* frontier orbital gap: 0.3686 hartree
* net charge: 0
* HOMO energy: -9.494 eV
* LUMO level: 0.54 eV

The geometry in XYZ format:
```
17
Properties=species:S:1:pos:R:3:forces:R:3
O 0.424915 2.247253 1.367886 0.2 1.3 1.1
N 0.276689 0.181075 0.534079 1.1 -3.5 -3.3
N 0.607371 -1.700715 1.849913 0.7 0.8 0.5
N -0.255435 1.926642 -0.776620 -0.6 3.2 -0.3
C 0.652918 -0.425055 1.712205 -0.3 -1.3 0.8
C -0.770309 1.139041 -1.882102 1.8 -0.1 0.8
C 0.202211 -2.506720 0.702417 -0.8 -0.3 0.4
C 0.182544 1.513821 0.454831 -0.7 0.9 -1.8
H -0.402080 2.973273 -0.862752 0.4 -2.1 0.5
H 0.946422 -2.428244 -0.121626 -0.5 0.0 0.2
H 0.887021 0.304121 2.540893 -0.2 -1.1 -0.9
H 0.042609 0.429152 -2.113474 -0.6 -0.1 -0.6
H -0.897252 1.820349 -2.702243 -0.1 0.0 -0.5
H 0.157038 -3.614314 0.999480 -0.1 1.7 -0.4
H -1.683441 0.634475 -1.654948 -0.7 -0.4 0.1
H 0.455817 -0.383425 -0.435361 -0.8 1.8 3.5
H -0.827035 -2.110730 0.387423 1.3 -0.9 0.0
```
Positions in Å, forces in eV/Å.

Atomic partial charges in e from the natural (NBO) method, atoms 1 to 2:
1. O -0.6322
2. N -0.6824


Below is C31H50BrMoN4P3 as an isolated structure in a non-equilibrium geometry, with properties calculated with ωB97M-V/def2-TZVPD.

## Properties
* spin multiplicity: 3
* frontier orbital gap (alpha / beta): 0.1965 / 0.1505 hartree
* net charge: +4
* HOMO energy (alpha / beta): -18.030 / -18.048 eV
* LUMO level (alpha / beta): -12.68 / -13.95 eV

The geometry in XYZ format:
```
90
Properties=species:S:1:pos:R:3:forces:R:3
Mo -0.858336 -0.280648 0.716133 2.7 0.1 -2.4
Br -4.784837 0.436954 1.639316 -0.2 1.4 -0.5
P -2.016548 -2.035074 -1.670130 0.8 -0.7 1.1
P 1.371393 -0.275179 -0.346320 0.3 0.0 0.4
P -0.208414 -0.136784 2.845515 0.9 1.2 0.1
N 3.862897 5.901564 -3.445596 -1.9 -1.9 2.1
N -0.144557 -2.102276 4.565943 -0.1 0.5 0.5
N 1.140557 -0.035381 5.101724 -0.7 -0.5 -0.1
N -1.361563 -0.020736 5.199934 0.5 -0.2 -0.3
C 1.097973 -1.526187 5.150715 -0.1 0.4 0.0
C 3.177664 5.168804 -1.295350 -0.3 -0.2 -0.8
C 3.113807 -2.466333 -0.948726 0.4 -0.4 -0.1
C -2.873057 -0.765774 -2.594289 -0.2 1.2 0.7
C 2.981084 5.121827 -4.046111 0.2 0.0 -1.7
C -1.161653 1.615103 0.104566 -2.0 -1.8 0.0
C -0.084859 0.502075 5.757631 0.1 -0.1 0.0
C -1.147836 -4.010417 -3.361157 -0.1 -0.4 -0.3
C -3.535597 1.693661 0.803149 -1.4 -1.3 0.2
C -3.017129 -3.292637 -0.848574 0.0 0.2 0.3
C -1.342107 -1.505395 5.215934 0.1 0.1 0.2
C 1.271503 0.469944 3.730232 0.1 -0.2 0.5
C -4.421791 -3.415662 -1.411588 -0.6 -0.3 -0.2
C 2.570149 0.894158 0.400522 -0.1 0.1 0.2
C 4.027292 0.436736 0.434318 0.4 0.2 0.0
C -0.161492 -1.978781 3.120874 0.0 -0.2 0.4
C 2.738281 0.517823 -2.782284 0.2 0.0 -0.1
C -0.037870 3.674814 -0.650705 1.3 -0.5 -0.3
C -3.336152 -1.236361 -3.977548 -0.1 -0.5 -0.4
C -3.565531 3.050330 0.612030 -0.7 0.3 -0.1
C 2.152549 4.417581 -1.910806 0.1 0.5 -0.5
C 3.988015 5.951170 -2.124068 1.1 0.9 0.1
C 1.418469 0.054435 -2.155938 -0.5 -0.1 -0.1
C -2.385443 3.686984 0.155547 0.4 -0.2 -0.2
C -2.417153 0.989542 0.422911 1.3 2.5 0.9
C -1.604583 0.508889 3.848651 0.1 -0.4 1.0
C 1.021540 3.950469 -1.174296 -0.7 -0.3 0.5
C 1.949338 -2.002132 -0.085296 0.3 0.2 0.1
C 2.124785 4.289721 -3.322443 0.5 0.6 0.9
C -1.179693 2.997945 -0.116454 -1.1 1.0 0.2
C -0.714593 -2.728002 -2.650519 0.9 0.0 -0.4
H -0.398790 -1.972480 -3.386860 -0.2 -0.2 0.2
H -1.433850 -4.782151 -2.632405 0.1 0.1 -0.4
H 1.081516 -2.662789 -0.233936 0.1 0.1 0.1
H 2.607531 0.563904 -3.873883 0.1 0.0 0.3
H 4.740676 6.617073 -1.705031 0.0 0.0 -0.1
H -2.471137 -4.243983 -0.892343 0.0 0.2 0.1
H 2.196365 0.125040 3.244336 -0.2 -0.1 0.3
H -2.485685 -1.487364 -4.623595 -0.2 0.0 0.1
H -0.078350 1.594175 5.641062 0.0 -0.3 0.3
H -2.579637 -0.145211 0.633565 -1.1 0.1 -0.2
H 3.360505 -3.507688 -0.702746 -0.1 0.2 -0.1
H -4.425144 -3.774081 -2.453677 0.0 0.2 0.4
H -2.426826 4.769888 0.041562 0.1 -0.2 -0.1
H 2.205893 1.100367 1.422353 0.2 0.0 -0.5
H 3.343274 5.159341 -0.213840 -0.1 0.3 -0.5
H -1.974965 -3.824824 -4.064917 0.3 -0.2 0.3
H 2.931494 5.131813 -5.136823 0.1 0.1 0.1
H 4.131601 -0.528673 0.946362 0.1 0.3 -0.1
H -1.344253 -1.827541 6.269736 -0.1 0.1 -0.5
H 4.024564 -1.886104 -0.761371 -0.3 -0.1 -0.2
H 1.083670 -0.870598 -2.649759 0.1 0.3 0.2
H -4.022750 -2.091243 -3.923263 0.3 0.2 0.0
H -0.294679 -4.378448 -3.945907 -0.3 0.0 0.2
H -2.581030 0.204396 3.439291 0.3 -0.1 0.3
H -1.584676 1.610909 3.856663 0.1 -0.3 -0.1
H 0.740026 -2.446961 2.703901 -0.2 0.3 0.0
H 3.020385 1.519548 -2.433002 0.0 -0.3 0.0
H -4.963945 -2.460597 -1.344342 0.1 -0.4 -0.1
H -0.041795 0.223192 6.820804 0.0 0.2 -0.4
H -3.024060 -2.951217 0.200768 -0.2 -0.3 -0.3
H 1.160903 -1.838339 6.207282 0.0 0.1 -0.5
H -3.885214 -0.424235 -4.464644 0.1 0.0 0.2
H -2.173735 0.082089 -2.690212 -0.1 -0.2 0.0
H 4.470861 0.353612 -0.567595 -0.2 -0.1 0.3
H -4.500108 3.623250 0.752874 0.8 -0.2 0.2
H -1.038858 -2.471969 2.687423 0.0 -0.1 0.2
H -4.958684 -4.166732 -0.818865 0.0 0.3 -0.2
H -3.711092 -0.395351 -1.983860 0.1 -0.2 -0.2
H 4.629990 1.184877 0.969573 -0.2 -0.3 0.0
H 2.222794 -2.080586 0.975766 -0.1 0.0 -0.1
H 2.866185 -2.427400 -2.015460 0.1 0.0 0.2
H 1.954562 -1.921648 4.589578 -0.1 0.0 0.3
H 1.284718 1.570857 3.715233 -0.1 -0.3 0.1
H 0.148149 -2.914643 -1.989169 -0.3 0.0 -0.3
H 3.575273 -0.170610 -2.593069 -0.4 0.3 0.0
H 1.443529 3.601500 -3.831361 0.2 0.6 0.1
H 0.630716 0.811153 -2.319137 0.2 -0.2 -0.1
H -1.322041 -1.668258 -0.319070 -0.9 -0.7 -2.0
H 2.460725 1.834174 -0.157953 0.0 -0.2 0.1
H -2.241069 -1.876216 4.702548 0.2 0.0 0.3
```
Positions in Å, forces in eV/Å.

Atomic partial charges in e from the Löwdin method, atoms 1 to 2:
1. Mo 0.8124
2. Br 0.8381


Below is C42H53F5NOSiTm as an isolated structure in a non-equilibrium geometry, with properties calculated with ωB97M-V/def2-TZVPD.

## Properties
* spin multiplicity: 3
* frontier orbital gap (alpha / beta): 0.3062 / 0.3070 hartree
* net charge: 0
* HOMO energy (alpha / beta): -7.993 / -8.010 eV
* LUMO level (alpha / beta): 0.34 / 0.34 eV

The geometry in XYZ format:
```
104
Properties=species:S:1:pos:R:3:forces:R:3
Tm -0.644333 0.065938 -0.065993 0.1 -0.2 0.2
Si 2.897344 -0.415209 -0.356007 -1.7 -1.9 -0.8
F 0.089896 2.433802 -0.762319 0.1 1.1 1.1
F 1.630970 4.933366 3.896670 -0.5 -0.6 -1.0
F 2.251013 5.984186 1.475615 0.2 0.6 0.0
F 0.470665 2.358151 3.861773 -0.1 0.2 0.8
F 1.570941 4.773205 -0.880627 -0.7 0.1 0.9
O -0.633660 1.405355 1.575980 0.2 -0.4 0.2
N 1.138999 -1.345773 1.752806 -0.2 -0.7 -1.1
C 3.573316 2.234568 -0.028795 -0.6 -0.4 0.6
C 2.417160 -1.644679 1.024628 0.5 -0.1 0.8
C -4.280368 0.330014 0.997933 -0.7 1.5 0.9
C -4.537820 -0.850565 1.951960 -0.5 0.7 -0.4
C -2.921017 -1.064996 -0.818539 -0.7 1.2 -0.1
C 0.558072 3.096014 2.764470 -0.5 0.1 -0.6
C 3.560911 -2.314151 -2.352780 0.9 0.8 1.0
C -4.840277 -2.750349 -1.103934 0.5 1.2 -1.0
C -2.823377 1.290626 -0.836453 -0.4 -0.6 -1.1
C 5.706710 -2.432476 -3.496983 -0.4 -1.5 -0.9
C -3.371631 -2.547799 -0.690322 0.2 0.3 -0.3
C 5.718004 1.785383 1.674103 -0.9 -0.9 -0.9
C 3.770004 0.915583 0.434857 1.9 2.4 0.9
C 4.331383 -2.844628 -3.354355 1.8 0.6 -0.4
C 1.211178 -2.689061 4.403772 -0.2 1.4 0.5
C -2.189764 0.856171 -2.056795 -0.9 -0.5 1.3
C -1.814803 1.699976 -3.274631 -0.1 -0.9 -0.3
C 1.008948 4.387212 0.297654 1.2 0.1 0.2
C 0.317959 3.221847 0.378560 -0.7 -2.4 0.3
C 5.444394 -0.880034 -1.717219 -1.3 -0.1 0.4
C -3.236517 -3.210764 0.676596 1.0 -0.4 0.5
C -2.534427 -3.364281 -1.691171 0.6 -0.3 -0.2
C 6.266333 -1.533535 -2.623263 -0.6 0.7 -0.4
C 0.032606 2.514091 1.594872 0.7 1.9 -0.8
C -2.995054 1.507731 -4.261557 0.1 -0.3 -0.2
C -3.854827 1.511198 1.910556 -1.0 0.3 1.2
C 1.147808 4.358136 2.762845 0.6 -0.1 -0.6
C 0.313069 -2.596995 1.941863 0.9 2.0 1.7
C -0.521728 1.142808 -3.961835 -0.3 1.9 0.5
C 1.334379 -0.584991 3.031131 -0.2 -0.2 -1.8
C 1.987296 -1.377471 4.113932 1.5 -0.9 1.1
C -3.323861 0.139853 -0.142957 0.5 -0.1 0.5
C -1.757084 3.217359 -2.994446 0.7 -0.2 -1.1
C 4.097616 -1.269946 -1.519014 0.5 -0.6 -0.5
C 4.866828 0.738858 1.306557 0.0 -0.9 0.2
C -2.284050 -0.560500 -1.992916 0.4 -0.1 -0.5
C 4.285068 3.313489 0.428393 1.5 0.0 0.6
C 1.425105 4.943186 1.515277 -0.1 0.1 0.2
C 0.744487 -3.433852 3.182223 0.2 -0.9 -1.6
C 1.324637 -0.047203 -1.306392 0.5 -1.3 -0.5
C -5.599041 0.800804 0.352672 -0.6 -0.7 -0.5
C 5.415141 3.039863 1.230505 -0.7 1.2 -0.5
H -3.591306 -1.316265 2.196627 -0.2 -0.1 0.4
H 3.878977 -3.513805 -4.065058 0.1 -0.3 -0.1
H 2.776129 2.406139 -0.712361 -0.5 0.1 -0.6
H 6.064740 3.855731 1.462812 0.3 0.4 0.3
H 0.391444 -2.388537 5.075807 -0.2 -0.2 -0.4
H -4.921442 -2.328323 -2.118284 -0.3 -0.5 0.1
H -6.067160 -0.012112 -0.255288 0.0 0.3 0.9
H -3.156345 2.321838 -0.668998 0.5 -0.5 0.3
H -1.436760 -3.307066 -1.426230 -1.0 0.2 -0.6
H 1.238918 -0.823688 -2.149252 0.2 0.8 1.1
H 1.487021 -4.220972 2.940095 -0.1 0.6 -0.3
H 0.375039 1.354635 -3.357359 -0.4 -0.3 -0.3
H 3.257576 -1.870348 1.719846 -0.3 0.5 -0.1
H 1.897480 0.292563 2.724821 0.2 0.2 0.3
H -5.466567 1.569775 -0.405775 0.4 0.3 0.2
H -6.250687 1.212380 1.136128 -0.2 -0.4 -0.3
H -2.102423 -1.238184 -2.793469 0.7 0.0 -0.6
H -0.983074 3.497941 -2.276867 -0.1 0.1 -0.4
H -4.035616 2.499161 1.512923 0.2 0.2 -0.8
H 1.411226 0.886068 -1.839385 0.2 0.4 -0.2
H 0.335232 -0.244424 3.260394 -0.2 0.1 0.6
H 4.104155 4.350723 0.131313 -0.1 -0.5 -0.1
H 7.262327 -1.137496 -2.725039 0.4 -0.3 -0.2
H 2.354509 -2.613177 0.567014 -0.5 -0.7 -0.6
H -1.588536 3.685803 -4.000785 0.1 -0.1 1.0
H 5.865792 0.004026 -1.237476 -0.3 -0.3 0.4
H -0.141390 -4.002006 3.366972 -0.6 -0.6 0.6
H -0.686108 -2.202842 2.188408 0.0 -0.3 -0.2
H -2.703686 3.614339 -2.646994 -0.3 -0.1 0.2
H -2.501905 -2.688022 1.357310 -1.0 -0.7 -0.6
H 2.558044 -2.715539 -2.196767 0.1 0.4 -0.1
H 6.637389 1.555942 2.164247 0.3 0.1 0.6
H 2.063754 -0.825345 5.059876 -0.5 0.2 -0.2
H -5.211479 -1.550029 1.472403 0.1 -0.4 0.0
H -2.802088 1.902076 -5.266682 0.4 0.0 0.1
H 3.090869 -1.556166 3.958707 -1.1 -0.1 -0.6
H -2.765991 -4.444286 -1.601552 -0.2 0.6 -0.2
H -3.818686 2.115897 -3.885300 -0.4 -0.5 0.0
H 1.794035 -3.363548 5.004015 0.5 -0.2 0.3
H 6.366743 -2.858777 -4.303973 -1.0 0.4 0.9
H -2.860241 -4.239331 0.496915 -0.2 0.5 0.4
H -0.421052 1.700004 -4.891511 0.2 0.1 -0.2
H -2.752763 -3.020983 -2.736348 0.5 -0.6 0.9
H -2.823196 1.465355 2.202405 0.5 -0.1 0.2
H 5.138578 -0.260535 1.711166 -0.4 0.6 -0.5
H -0.590093 0.109598 -4.240104 -0.1 -0.6 0.2
H -4.245083 -3.293986 1.099284 0.7 0.0 0.5
H 0.292172 -3.121263 0.994801 -0.1 -0.4 0.0
H -5.087868 -3.800030 -1.056234 -0.1 -0.4 -0.3
H -5.069927 -0.488430 2.851949 0.5 -0.2 -0.4
H -3.241887 0.430229 -4.373627 -0.1 0.7 0.2
H -4.496510 1.578687 2.845419 0.7 -0.6 -0.9
H -5.566882 -2.202913 -0.519837 0.0 0.2 0.4
```
Positions in Å, forces in eV/Å.

Atomic partial charges in e from the Löwdin method, atoms 1 to 2:
1. Tm 1.4764
2. Si 0.5576


Ordered energy results: -397.30380 -5094.76890 -3636.17681; unit Eh.